The following is a quantum chemistry calculation of a structure of composition C22H43N2OP3W in a non-equilibrium geometry, from the Open Molecules 2025 dataset.

Structure (ORCA input):
```
! wB97M-V def2-TZVPD RIJCOSX def2/J DEFGRID3
* xyz 4 3
W 0.387 0.978 0.812
P 2.048 -0.829 1.753
P 2.048 2.433 1.090
P -1.195 -1.457 0.096
H 1.786 0.574 -1.501
C 0.801 0.587 -1.061
C -0.205 1.227 -1.818
H -1.235 1.479 -1.526
C 3.095 -1.651 0.490
C 3.268 -0.159 2.936
C 1.518 -2.268 2.777
C 1.225 3.793 0.227
C 2.633 3.235 2.674
C 3.606 2.136 0.138
C -2.912 -1.641 -0.551
C -1.333 -2.651 1.416
C -0.134 -2.426 -1.175
H 0.588 -0.452 -0.410
H 0.107 1.611 -2.806
H 3.855 -2.310 0.926
H 3.637 -0.932 -0.131
H 2.510 -2.270 -0.200
H 3.801 -0.965 3.463
H 2.780 0.435 3.715
H 4.029 0.462 2.459
H 2.169 -2.456 3.635
H 1.504 -3.195 2.188
H 0.514 -2.129 3.191
H 0.703 4.425 0.970
H 0.532 3.482 -0.549
H 2.019 4.426 -0.240
H 3.455 3.958 2.491
H 2.986 2.502 3.429
H 1.782 3.792 3.103
H 3.918 3.078 -0.342
H 3.452 1.403 -0.666
H 4.451 1.767 0.750
H -3.516 -2.017 0.291
H -2.961 -2.415 -1.329
H -3.382 -0.709 -0.891
H -2.143 -3.336 1.156
H -1.610 -2.113 2.323
H -0.429 -3.227 1.575
H -0.781 -3.000 -1.854
H 0.541 -3.130 -0.667
H 0.513 -1.808 -1.826
C -1.375 -0.855 -4.106
C -0.302 -1.513 -4.701
C -0.626 -2.607 -5.499
C -1.957 -2.770 -5.925
C -2.959 -1.837 -5.574
C -2.669 -0.876 -4.609
O -1.241 -0.320 -2.861
H -1.433 -0.922 -2.124
H 0.717 -1.227 -4.452
H 0.123 -3.353 -5.754
H -2.241 -3.637 -6.531
H -3.986 -1.884 -5.986
H -3.414 -0.202 -4.165
N -0.209 0.772 2.905
C -1.427 1.394 2.541
C -2.379 1.745 3.482
C -3.482 2.468 2.994
C -3.621 2.673 1.621
C -2.683 2.178 0.752
N -1.537 1.601 1.231
H -0.349 -0.125 3.402
H 0.288 1.263 3.675
H -2.212 1.497 4.552
H -4.229 2.859 3.690
H -4.470 3.217 1.222
H -2.752 2.222 -0.313
*
```

Computed properties:
gap between HOMO and LUMO (alpha / beta): 0.19383 / 0.13613 hartree
expectation value of S²: 2.121
largest force on an atom: 5.8 eV/A
energy above the lowest of the compared OMol25 structures with the same formula, charge and spin: 52.5 kJ/mol
HOMO level (alpha / beta): -0.695 / -0.665 Eh